A molecular structure, C32H45BrN2P2Ru, computed with ωB97M-V with the def2-TZVPD basis set.

Energy above the lowest of the compared OMol25 structures with the same formula, charge and spin in kcal per mole: 0.0
HOMO (alpha / beta) in eV: -18.87 / -18.76
Energy in Eh: -4705.74281

```
! wB97M-V def2-TZVPD RIJCOSX def2/J DEFGRID3
* xyz 4 5
N 3.610 -6.430 0.459
C 2.388 -6.367 0.987
C 1.311 -5.810 0.295
C 1.531 -5.246 -0.989
C 2.842 -5.319 -1.519
C 3.846 -5.920 -0.745
C 0.455 -4.579 -1.686
Ru -1.186 1.306 -1.162
P -1.664 3.394 0.320
C 0.587 -3.858 -2.850
C -0.265 -2.731 -3.096
C 0.176 -1.601 -3.844
C -0.310 -0.336 -3.498
C -1.173 -0.284 -2.381
C -1.960 -1.390 -2.022
C -1.495 -2.640 -2.391
Br -2.425 2.799 -2.620
H -0.513 -4.634 -1.182
H 1.391 -4.048 -3.576
H 0.318 -5.803 0.735
H 3.078 -4.924 -2.508
H 2.235 -6.784 1.983
H 4.865 -5.997 -1.138
H 0.962 -1.708 -4.595
H -2.008 -3.538 -2.058
H -0.012 0.588 -3.997
H -2.848 -1.248 -1.419
P 0.990 1.168 -0.593
C -3.406 2.884 0.662
C -4.520 3.844 0.270
H -3.433 2.674 1.742
H -3.540 1.919 0.144
H -5.478 3.328 0.434
H -4.529 4.749 0.892
H -4.468 4.128 -0.786
C -1.341 4.997 -0.547
C -2.140 6.231 -0.168
H -1.490 4.765 -1.616
H -0.260 5.168 -0.414
H -2.078 6.958 -0.989
H -3.199 6.015 0.000
H -1.727 6.716 0.727
C -0.943 3.741 1.970
C -1.753 4.657 2.881
H 0.047 4.179 1.772
H -0.783 2.766 2.451
H -1.166 4.852 3.784
H -1.974 5.629 2.426
H -2.696 4.199 3.195
C 1.364 1.245 1.219
C 2.150 2.457 1.735
H 1.905 0.324 1.474
H 0.398 1.167 1.738
H 3.197 2.183 1.937
H 2.142 3.305 1.041
H 1.717 2.787 2.690
C 2.004 2.480 -1.394
C 2.248 2.286 -2.888
H 2.960 2.541 -0.853
H 1.462 3.424 -1.217
H 2.749 3.178 -3.282
H 2.901 1.428 -3.094
H 1.311 2.155 -3.444
C 1.805 -0.424 -1.107
C 2.352 -1.404 -0.077
H 2.578 -0.163 -1.843
H 1.038 -0.957 -1.680
H 2.644 -2.330 -0.597
H 3.240 -1.028 0.447
H 1.582 -1.679 0.657
N -1.483 0.164 0.287
C -1.427 -0.722 1.066
C -1.225 -1.548 2.194
C -0.336 -2.649 2.151
C -0.025 -3.324 3.336
C -0.606 -2.929 4.548
C -1.548 -1.891 4.577
C -1.864 -1.206 3.406
H 0.094 -2.958 1.196
H 0.682 -4.157 3.303
H -0.322 -3.431 5.473
H -2.031 -1.604 5.512
H -2.593 -0.390 3.403
*
```

4 unconnected molecules or ions with the total composition C32H45ClFNO13, computed with ωB97M-V with the def2-TZVPD basis set.

HOMO in eV: -8.94
Energy in Eh: -2839.36240

```
! wB97M-V def2-TZVPD RIJCOSX def2/J DEFGRID3
* xyz 0 1
C -0.970 -6.499 -3.691
C -1.312 -6.377 -2.207
O -2.644 -5.920 -2.049
C -2.848 -5.143 -0.875
C -2.583 -3.677 -1.219
C -2.558 -2.679 -0.060
Cl -1.987 -3.416 1.478
C -4.015 -2.280 0.305
O -4.969 -3.016 0.291
N -4.020 -0.941 0.657
C -2.636 -0.518 0.818
F -2.573 0.857 0.713
C -1.923 -1.271 -0.332
C -2.440 -0.669 -1.669
C -1.426 -0.386 -2.786
C -0.868 -1.620 -3.514
C 0.396 -1.292 -4.276
O 0.599 -0.262 -4.844
O 1.348 -2.291 -4.214
C -0.399 -1.244 -0.134
C 0.214 0.161 0.028
C 0.684 0.550 1.416
C 0.790 -0.325 2.494
C 1.269 0.115 3.727
C 1.651 1.433 3.904
C 1.533 2.327 2.845
C 1.057 1.880 1.622
H -1.547 -5.781 -4.274
H 0.087 -6.258 -3.835
H -1.112 -7.510 -4.068
H -0.611 -5.677 -1.735
H -1.203 -7.355 -1.726
H -3.877 -5.299 -0.558
H -2.178 -5.498 -0.090
H -3.396 -3.373 -1.881
H -1.662 -3.649 -1.798
H -4.628 -0.726 1.438
H -2.243 -0.754 1.807
H -3.227 -1.292 -2.100
H -2.927 0.279 -1.440
H -1.951 0.207 -3.538
H -0.599 0.238 -2.451
H -1.605 -1.975 -4.241
H -0.637 -2.444 -2.848
H 1.518 -2.645 -5.095
H -0.140 -1.890 0.698
H 0.063 -1.708 -1.009
H 1.077 0.233 -0.642
H -0.487 0.917 -0.326
H 0.506 -1.365 2.400
H 1.356 -0.603 4.533
H 2.042 1.765 4.857
H 1.822 3.364 2.956
H 0.966 2.580 0.797
C -7.768 -4.582 0.421
C -8.169 -5.639 -0.573
C -7.985 -5.247 -2.024
O -8.989 -6.029 -2.681
C -9.991 -6.238 -1.790
O -11.067 -6.655 -2.068
O -9.587 -5.901 -0.543
H -8.431 -3.719 0.349
H -7.826 -4.962 1.441
H -6.745 -4.258 0.229
H -7.659 -6.583 -0.364
H -7.002 -5.481 -2.423
H -8.206 -4.189 -2.185
C 5.524 7.733 4.366
C 5.003 6.479 3.720
C 3.499 6.312 3.751
O 3.352 4.885 3.722
C 4.460 4.354 4.305
O 4.560 3.224 4.654
O 5.419 5.294 4.432
H 5.341 7.719 5.442
H 6.594 7.835 4.205
H 5.036 8.603 3.929
H 5.378 6.394 2.696
H 2.991 6.760 2.901
H 3.065 6.689 4.680
C 9.289 5.489 -0.534
C 7.944 6.103 -0.243
C 7.453 7.099 -1.273
O 6.624 7.964 -0.485
C 7.107 7.948 0.779
O 6.796 8.711 1.635
O 7.988 6.935 0.935
H 10.070 6.248 -0.490
H 9.532 4.715 0.191
H 9.285 5.040 -1.528
H 7.193 5.328 -0.068
H 6.876 6.654 -2.079
H 8.273 7.689 -1.689
*
```

A molecular structure, C32H45CoN2O5PSb2, computed with ωB97M-V with the def2-TZVPD basis set.

Energy above the lowest of the compared OMol25 structures with the same formula, charge and spin in kcal per mole: 0.3
HOMO (alpha / beta) in eV: -9.95 / -9.95
Energy in Eh: -3936.59064

```
! wB97M-V def2-TZVPD RIJCOSX def2/J DEFGRID3
* xyz 1 1
Co 0.681 -0.496 -0.314
O 0.609 -2.145 0.597
C -0.285 -2.459 1.511
C -0.221 -3.755 2.056
C -1.125 -4.181 3.002
C -2.139 -3.335 3.465
C -2.216 -2.064 2.953
C -1.310 -1.601 1.980
C -1.484 -0.248 1.516
N -0.754 0.301 0.617
N -1.008 1.617 0.258
C -0.196 1.973 -0.696
O 0.695 1.179 -1.220
C -0.272 3.354 -1.226
C 0.526 3.718 -2.306
C 0.495 5.019 -2.787
C -0.331 5.959 -2.189
C -1.132 5.598 -1.112
C -1.106 4.300 -0.631
H 0.565 -4.408 1.700
H -1.045 -5.187 3.393
H -2.845 -3.675 4.208
H -2.991 -1.388 3.296
H -2.275 0.362 1.946
H 1.170 2.978 -2.762
H 1.114 5.298 -3.630
H -0.354 6.975 -2.562
H -1.776 6.331 -0.646
H -1.721 4.007 0.209
C 3.466 -3.152 -0.702
Sb 2.601 -1.458 -1.614
C 4.238 -0.174 -2.033
C 2.324 -2.231 -3.599
C 1.477 -3.467 -3.640
C 2.089 -4.712 -3.505
C 1.356 -5.887 -3.513
C -0.021 -5.831 -3.674
C -0.639 -4.601 -3.826
C 0.088 -3.412 -3.808
C -0.645 -2.109 -3.942
Sb -1.071 -1.308 -2.000
C -2.323 -2.842 -1.249
C -2.458 0.224 -2.481
H 4.396 -3.406 -1.209
H 2.763 -3.979 -0.779
H 3.651 -2.933 0.346
H 5.144 -0.768 -2.140
H 4.367 0.542 -1.229
H 4.043 0.355 -2.965
H 3.334 -2.452 -3.947
H 1.937 -1.422 -4.217
H 3.168 -4.758 -3.402
H 1.858 -6.839 -3.411
H -0.608 -6.739 -3.696
H -1.712 -4.558 -3.974
H -1.613 -2.255 -4.422
H -0.099 -1.360 -4.514
H -3.080 -3.095 -1.991
H -2.803 -2.499 -0.334
H -1.717 -3.718 -1.023
H -3.260 -0.189 -3.090
H -1.949 1.015 -3.030
H -2.865 0.641 -1.562
C 2.701 4.042 0.623
C 3.006 2.585 0.388
O 2.244 1.808 1.348
P 2.050 0.237 1.248
O 3.498 -0.412 1.181
C 4.461 -0.238 2.261
C 5.834 -0.519 1.707
O 1.552 -0.113 2.700
C 0.804 0.786 3.567
C 1.718 1.372 4.612
H 3.267 4.650 -0.083
H 2.974 4.340 1.635
H 1.640 4.237 0.468
H 4.065 2.361 0.542
H 2.719 2.279 -0.618
H 4.191 -0.931 3.056
H 4.379 0.780 2.645
H 5.891 -1.534 1.314
H 6.577 -0.416 2.497
H 6.085 0.180 0.908
H 0.027 0.164 4.009
H 0.336 1.563 2.961
H 2.209 0.583 5.181
H 1.136 1.981 5.305
H 2.475 2.008 4.153
*
```

3 unconnected molecules or ions with the total composition C32H45F17O6S2, computed with ωB97M-V with the def2-TZVPD basis set.

HOMO in eV: -10.14
Energy in Eh: -4191.84407

```
! wB97M-V def2-TZVPD RIJCOSX def2/J DEFGRID3
* xyz 0 1
C 5.629 -0.749 1.436
C 5.025 0.540 0.813
C 3.478 0.663 0.967
C 2.810 0.589 -0.428
C 2.626 1.962 -1.107
C 2.028 1.912 -2.570
C 1.747 0.503 -3.094
C 1.068 0.461 -4.492
C 1.588 -0.652 -5.434
C 1.675 -2.074 -4.824
C 0.587 -2.417 -3.798
C -0.884 -2.116 -4.141
O -1.516 -3.347 -4.507
C -0.721 -4.444 -4.299
O -0.888 -5.512 -4.714
C 0.420 -3.914 -3.427
C 0.458 -4.298 -1.927
C -0.277 -3.339 -0.967
C -1.720 -3.736 -0.675
F -1.802 -5.051 -0.393
F -2.453 -3.542 -1.797
C -2.295 -2.979 0.564
F -1.653 -1.839 0.822
F -2.053 -3.760 1.630
C -3.837 -2.763 0.545
F -4.398 -3.880 0.092
F -4.255 -2.634 1.819
C -4.291 -1.463 -0.212
F -3.397 -1.101 -1.139
F -4.295 -0.456 0.669
C -5.660 -1.588 -0.938
F -5.422 -2.216 -2.080
F -6.545 -2.250 -0.211
C -6.309 -0.183 -1.218
F -6.883 0.180 -0.065
F -5.410 0.720 -1.581
C -7.400 -0.238 -2.333
F -6.823 0.034 -3.499
F -7.993 -1.419 -2.399
C -8.546 0.828 -2.141
F -9.089 1.033 -3.318
F -9.456 0.310 -1.354
F -8.123 1.971 -1.680
H 5.882 -1.498 0.676
H 6.539 -0.471 1.981
H 4.937 -1.251 2.125
H 5.304 0.552 -0.249
H 5.492 1.430 1.248
H 3.164 1.545 1.537
H 3.142 -0.221 1.530
H 1.813 0.126 -0.329
H 3.391 -0.119 -1.033
H 1.940 2.538 -0.474
H 3.600 2.469 -1.087
H 1.087 2.474 -2.513
H 2.723 2.467 -3.214
H 1.041 0.041 -2.389
H 2.625 -0.155 -3.071
H -0.013 0.367 -4.338
H 1.273 1.423 -4.983
H 0.912 -0.673 -6.300
H 2.580 -0.369 -5.808
H 2.671 -2.278 -4.412
H 1.566 -2.785 -5.663
H 1.000 -2.026 -2.858
H -1.503 -1.627 -3.378
H -0.929 -1.444 -5.009
H 1.372 -4.337 -3.795
H 1.515 -4.278 -1.637
H 0.127 -5.329 -1.765
H 0.248 -3.358 0.000
H -0.287 -2.289 -1.279
O -2.494 2.528 5.093
S -3.512 1.760 5.764
O -3.602 1.712 7.201
C -5.105 2.217 5.090
C -5.297 1.271 3.909
C -4.832 -0.104 4.389
C -3.492 0.088 5.108
H -5.098 3.268 4.808
H -5.856 2.041 5.861
H -6.335 1.255 3.578
H -4.677 1.593 3.068
H -5.568 -0.512 5.086
H -4.739 -0.808 3.564
H -3.365 -0.618 5.925
H -2.652 0.010 4.419
O 6.753 3.295 1.251
S 6.220 3.870 2.460
O 4.803 3.931 2.713
C 7.032 3.108 3.859
C 8.268 3.971 4.094
C 7.797 5.423 3.947
C 6.937 5.501 2.679
H 7.267 2.071 3.627
H 6.349 3.159 4.707
H 8.705 3.784 5.074
H 9.026 3.750 3.338
H 7.197 5.700 4.816
H 8.636 6.116 3.895
H 6.137 6.232 2.775
H 7.539 5.722 1.799
*
```

A molecular structure, C32H45N4O8STcTe, computed with ωB97M-V with the def2-TZVPD basis set.

Energy above the lowest of the compared OMol25 structures with the same formula, charge and spin in kcal per mole: 10.7
HOMO (alpha / beta) in eV: -14.29 / -14.25
Energy in Eh: -2813.64906

```
! wB97M-V def2-TZVPD RIJCOSX def2/J DEFGRID3
* xyz 2 3
Tc -1.175 1.453 2.123
C -5.079 1.961 3.889
C -3.676 1.538 4.283
C -3.505 1.420 5.787
O -2.694 2.479 3.739
C -3.342 0.194 3.637
O -4.085 -0.726 3.558
O -2.058 0.161 3.148
H -5.384 2.840 4.458
H -5.775 1.150 4.094
H -5.124 2.200 2.826
H -3.747 2.370 6.269
H -2.485 1.134 6.053
H -4.189 0.663 6.171
H -2.660 3.263 4.301
C 6.822 -3.936 0.605
C 5.518 -3.333 1.126
S 5.886 -2.285 2.509
O 6.461 -3.088 3.549
O 6.565 -1.116 2.000
C 4.272 -1.728 3.093
C 4.147 -0.217 2.902
N 2.775 0.269 3.176
C 1.849 0.503 2.236
N 0.741 0.987 2.805
C 0.961 1.046 4.164
C 2.210 0.607 4.391
N 2.848 0.475 5.684
O 2.234 0.927 6.623
O 3.904 -0.128 5.732
C 2.067 0.298 0.780
H 6.618 -4.564 -0.260
H 7.296 -4.548 1.372
H 7.520 -3.153 0.306
H 4.820 -4.094 1.483
H 5.037 -2.685 0.387
H 4.253 -1.999 4.146
H 3.499 -2.285 2.555
H 4.406 0.076 1.890
H 4.824 0.300 3.566
H 0.241 1.400 4.882
H 2.287 -0.747 0.555
H 2.902 0.907 0.424
H 1.169 0.582 0.238
C 0.154 4.492 -0.386
C -0.474 3.136 -0.378
O -0.801 2.690 -1.617
N -0.679 2.449 0.673
Te -2.168 1.263 -1.782
C -2.378 1.130 -3.882
C -1.964 2.067 -4.832
C -1.394 3.437 -4.554
C -2.117 1.705 -6.168
C -2.678 0.502 -6.566
C -2.834 0.153 -8.023
C -3.134 -0.368 -5.578
C -3.005 -0.080 -4.231
C -3.539 -1.094 -3.237
C -0.971 -0.421 -1.454
C -1.415 -1.311 -0.458
C -2.655 -1.130 0.396
C -0.686 -2.480 -0.273
C 0.426 -2.783 -1.046
C 1.171 -4.076 -0.861
C 0.831 -1.870 -2.019
C 0.158 -0.682 -2.257
C 0.684 0.199 -3.372
H 0.665 4.670 -1.331
H 0.845 4.593 0.446
H -0.633 5.243 -0.276
H -1.485 3.746 -3.524
H -1.913 4.175 -5.167
H -0.337 3.480 -4.830
H -1.796 2.416 -6.925
H -2.312 0.861 -8.664
H -3.890 0.158 -8.303
H -2.451 -0.847 -8.226
H -3.617 -1.297 -5.867
H -4.426 -1.579 -3.640
H -3.873 -0.664 -2.283
H -2.803 -1.869 -3.014
H -3.083 -0.132 0.367
H -2.443 -1.348 1.442
H -3.438 -1.823 0.082
H -1.018 -3.181 0.488
H 0.769 -4.659 -0.035
H 2.232 -3.894 -0.678
H 1.107 -4.683 -1.767
H 1.703 -2.095 -2.628
H 1.772 0.243 -3.323
H 0.319 1.218 -3.349
H 0.422 -0.229 -4.343
*
```